Record 1
DFT (ωB97M-V with the def2-TZVPD basis set) results for a 16-piece molecular cluster, C22H76N10O16 overall in a non-equilibrium geometry.

Element x y z (Å)
C (3.211, -11.855, 28.246)
C (3.422, -11.713, 29.755)
O (4.496, -12.601, 30.095)
H (2.994, -12.901, 27.940)
H (4.099, -11.632, 27.707)
H (2.316, -11.275, 27.917)
H (2.578, -12.017, 30.355)
H (3.507, -10.665, 29.874)
H (5.233, -12.226, 29.609)
C (6.026, -15.491, 21.599)
C (5.099, -14.574, 22.421)
O (5.525, -13.297, 22.227)
H (7.052, -15.323, 21.864)
H (5.949, -15.224, 20.551)
H (5.709, -16.520, 21.612)
H (5.191, -14.796, 23.485)
H (4.077, -14.630, 22.157)
H (4.727, -12.751, 22.109)
C (0.135, -14.869, 25.819)
C (1.369, -14.027, 25.491)
O (2.135, -14.490, 24.397)
H (0.456, -15.801, 26.205)
H (-0.427, -14.965, 24.921)
H (-0.536, -14.404, 26.517)
H (2.006, -13.855, 26.282)
H (1.051, -13.046, 25.171)
H (2.813, -13.791, 24.310)
C (-0.587, -14.426, 22.136)
C (-1.635, -13.359, 22.478)
O (-1.799, -13.116, 23.876)
H (-0.440, -14.639, 21.110)
H (-0.924, -15.323, 22.578)
H (0.365, -14.128, 22.518)
H (-2.572, -13.654, 22.020)
H (-1.389, -12.393, 22.092)
H (-2.714, -13.254, 24.025)
C (1.579, -16.323, 28.916)
C (2.733, -15.449, 29.086)
O (2.581, -14.648, 30.239)
H (1.409, -16.713, 27.893)
H (0.685, -15.753, 29.116)
H (1.539, -17.138, 29.608)
H (2.861, -14.835, 28.157)
H (3.654, -16.005, 29.333)
H (3.377, -14.195, 30.197)
C (-4.870, -13.380, 27.201)
C (-3.706, -13.377, 26.246)
O (-4.210, -13.560, 24.954)
H (-5.557, -12.546, 27.052)
H (-4.540, -13.276, 28.229)
H (-5.470, -14.300, 27.113)
H (-2.882, -14.058, 26.408)
H (-3.187, -12.465, 26.343)
H (-4.476, -14.458, 24.822)
C (-3.652, -16.544, 24.505)
O (-3.222, -16.734, 25.804)
N (-2.811, -16.829, 23.550)
N (-4.846, -16.132, 24.107)
H (-1.843, -17.063, 23.915)
H (-2.913, -16.378, 22.683)
H (-5.580, -16.102, 24.826)
H (-5.046, -15.934, 23.118)
C (0.566, -17.396, 22.948)
O (-0.104, -17.510, 24.124)
N (0.179, -17.937, 21.856)
N (1.665, -16.677, 22.884)
H (-0.521, -18.674, 21.875)
H (0.535, -17.665, 20.899)
H (1.904, -15.946, 23.541)
H (1.896, -16.309, 21.943)
C (-0.106, -10.622, 25.835)
O (0.316, -9.757, 26.853)
N (-0.938, -11.590, 26.003)
N (0.197, -10.527, 24.567)
H (-1.187, -11.775, 27.006)
H (-1.266, -12.264, 25.234)
H (0.792, -9.679, 24.355)
H (0.088, -11.287, 23.906)
C (5.599, -14.284, 26.696)
O (4.532, -14.010, 25.966)
N (6.669, -13.532, 26.662)
N (5.578, -15.122, 27.710)
H (6.725, -12.890, 25.866)
H (7.522, -13.848, 27.121)
H (4.894, -15.912, 27.605)
H (6.318, -15.195, 28.370)
C (-0.346, -12.122, 29.201)
O (-0.086, -10.981, 29.926)
N (0.454, -13.106, 29.055)
N (-1.408, -12.306, 28.517)
H (1.349, -13.285, 29.552)
H (0.208, -13.867, 28.508)
H (-2.123, -11.674, 28.801)
H (-1.638, -13.293, 28.305)
C (-0.277, -18.559, 27.046)
O (-1.063, -17.424, 27.465)
H (0.083, -18.920, 28.016)
H (0.677, -18.447, 26.405)
H (-0.919, -19.403, 26.645)
H (-1.625, -17.107, 26.743)
C (1.808, -11.660, 21.801)
O (0.893, -11.982, 20.820)
H (1.479, -11.993, 22.771)
H (1.990, -10.658, 21.932)
H (2.712, -12.201, 21.655)
H (0.858, -12.929, 20.798)
C (-3.070, -15.335, 29.561)
O (-2.119, -15.085, 28.563)
H (-3.980, -15.811, 29.162)
H (-3.347, -14.363, 30.009)
H (-2.619, -15.908, 30.383)
H (-1.760, -15.928, 28.353)
C (3.517, -17.000, 26.013)
O (4.335, -17.590, 27.010)
H (4.091, -16.579, 25.190)
H (2.913, -16.231, 26.455)
H (2.832, -17.710, 25.559)
H (4.887, -18.191, 26.547)
C (3.709, -10.812, 24.636)
O (3.875, -12.125, 24.112)
H (4.719, -10.469, 24.908)
H (3.066, -10.978, 25.527)
H (3.306, -10.227, 23.807)
H (4.173, -12.631, 24.822)

The value obtained for the LUMO energy is -0.206 eV. For the molar mass, the calculation gives 736.90 u. For the electronic energy, the calculation gives -71703.96529 eV. Its maximum force is 0.201 hartree/bohr. As for the energy above the lowest of the compared OMol25 structures with the same formula, charge and spin: 0.000 eV. The spin multiplicity is 1.

Löwdin population analysis, charges in e, atoms 1 to 4: atom 1 (C): -0.081, atom 2 (C): -0.264, atom 3 (O): -0.084, atom 4 (H): 0.040

=====

Record 2
DFT (ωB97M-V with the def2-TZVPD basis set) results for a 2-piece molecular cluster, C6H13O4 overall in a non-equilibrium geometry.

Element x y z (Å)
C (1.705, 0.693, -1.693)
O (1.373, -0.670, -1.594)
C (0.117, -0.948, -2.124)
C (-0.351, -2.322, -1.881)
O (0.381, -3.281, -1.690)
H (2.688, 0.831, -1.224)
H (1.765, 1.016, -2.747)
H (0.967, 1.325, -1.170)
H (0.028, -0.708, -3.201)
H (-0.854, -0.537, -1.584)
H (-1.368, -2.278, -1.264)
O (-2.216, -0.501, 0.015)
C (-1.504, -0.861, 1.123)
C (-0.388, 0.088, 1.547)
O (-0.898, 1.360, 1.880)
C (0.096, 2.261, 2.282)
H (-0.977, -1.843, 0.975)
H (-2.153, -1.007, 2.023)
H (0.351, 0.186, 0.728)
H (0.152, -0.342, 2.416)
H (-0.384, 3.223, 2.505)
H (0.620, 1.905, 3.188)
H (0.850, 2.412, 1.488)

The value obtained for the LUMO energy is 3.491 eV. For the molar mass, the calculation gives 149.17 u. For the electronic energy, the calculation gives -14619.98658 eV. Its maximum force is 0.084 hartree/bohr. As for the energy above the lowest of the compared OMol25 structures with the same formula, charge and spin: 4.602 eV. The spin multiplicity is 1. Its charge is -1.

natural (NBO) population analysis, charges in e, atoms 1 to 4: atom 1 (C): -0.244, atom 2 (O): -0.524, atom 3 (C): -0.254, atom 4 (C): 0.373

=====

Record 3
DFT (ωB97M-V with the def2-TZVPD basis set) results for one molecule with the formula C22H27N3O7.

Element x y z (Å)
C (-2.359, -1.334, -2.090)
C (-2.373, -0.653, -0.716)
N (-1.187, -1.009, 0.028)
C (-0.131, -0.188, 0.152)
O (-0.053, 0.886, -0.409)
C (0.968, -0.750, 1.062)
C (1.519, -2.077, 0.539)
C (2.978, -1.820, 0.189)
O (3.704, -2.649, -0.311)
N (3.293, -0.544, 0.538)
C (4.543, 0.077, 0.399)
C (4.706, 1.418, 0.754)
C (5.940, 2.027, 0.646)
C (7.041, 1.330, 0.174)
C (6.877, -0.001, -0.219)
C (5.642, -0.619, -0.094)
O (7.913, -0.736, -0.736)
C (9.012, 0.052, -1.133)
C (9.339, 1.084, -0.054)
O (8.256, 1.971, 0.114)
C (2.177, 0.192, 1.103)
C (-3.570, -1.158, 0.100)
O (-3.394, -2.030, 0.936)
N (-4.786, -0.656, -0.176)
C (-5.096, 0.472, -1.023)
C (-5.525, 1.663, -0.160)
C (-6.733, 1.285, 0.709)
C (-7.974, 1.130, -0.149)
O (-8.643, 0.138, -0.259)
O (-8.272, 2.268, -0.788)
C (-6.434, 0.014, 1.508)
C (-5.931, -1.104, 0.596)
H (-2.304, -2.413, -1.961)
H (-3.256, -1.098, -2.656)
H (-1.488, -1.001, -2.650)
H (-2.365, 0.436, -0.824)
H (-1.293, -1.835, 0.604)
H (0.531, -0.868, 2.056)
H (1.477, -2.875, 1.280)
H (1.004, -2.429, -0.356)
H (3.881, 2.004, 1.121)
H (6.071, 3.059, 0.930)
H (5.559, -1.647, -0.398)
H (9.845, -0.634, -1.291)
H (8.780, 0.575, -2.071)
H (10.199, 1.693, -0.334)
H (9.547, 0.563, 0.891)
H (2.415, 0.507, 2.124)
H (1.955, 1.077, 0.494)
H (-4.244, 0.748, -1.639)
H (-5.920, 0.182, -1.685)
H (-5.773, 2.513, -0.796)
H (-4.696, 1.947, 0.490)
H (-6.943, 2.115, 1.392)
H (-9.078, 2.160, -1.318)
H (-7.336, -0.324, 2.017)
H (-5.672, 0.237, 2.257)
H (-5.619, -1.966, 1.186)
H (-6.726, -1.405, -0.092)

The value obtained for the LUMO energy is 0.441 eV. Its SMILES is C[C@H](NC(=O)[C@H]1CC(=O)N(c2ccc3c(c2)OCCO3)C1)C(=O)N1CCC(C(=O)O)CC1. For the molar mass, the calculation gives 445.47 u. For the electronic energy, the calculation gives -42057.21585 eV. Its maximum force is 0.013 hartree/bohr. As for the energy above the lowest of the compared OMol25 structures with the same formula, charge and spin: 0.155 eV. The spin multiplicity is 1.

natural (NBO) population analysis, charges in e, atoms 1 to 4: atom 1 (C): -0.604, atom 2 (C): -0.146, atom 3 (N): -0.618, atom 4 (C): 0.694

=====

Record 4
DFT (ωB97M-V with the def2-TZVPD basis set) results for a 2-piece molecular cluster, C3H9N2 overall in a non-equilibrium geometry.

Element x y z (Å)
C (-1.269, 0.364, 0.329)
C (1.855, 0.729, 0.097)
C (1.047, -0.564, -0.203)
N (-2.594, 0.026, 0.509)
N (-0.339, -0.561, -0.088)
H (-0.972, 1.310, 0.664)
H (2.364, 0.559, 1.075)
H (2.675, 1.014, -0.598)
H (1.239, 1.565, 0.082)
H (1.506, -1.545, -0.457)
H (1.646, -1.301, -2.616)
H (-3.172, 0.578, 1.119)
H (-3.220, -0.680, 0.050)
H (-0.766, -1.492, 0.038)

The value obtained for the LUMO energy (alpha / beta) is -4.379 / -5.027 eV. For the molar mass, the calculation gives 73.12 u. For the electronic energy, the calculation gives -6225.90032 eV. Its maximum force is 0.057 hartree/bohr. As for the energy above the lowest of the compared OMol25 structures with the same formula, charge and spin: 5.148 eV. The spin multiplicity is 1. Its charge is +1.

natural (NBO) population analysis, charges in e, atoms 1 to 4: atom 1 (C): 0.309, atom 2 (C): -0.693, atom 3 (C): 0.104, atom 4 (N): -0.762

=====

Which formula does entry 1 have? C22H76N10O16